No. 1
Formula: C15H26N2O3SiV
Source: the OMol25 dataset
Level of theory: the ωB97M-V functional and the def2-TZVPD basis

XYZ file:
```
48
Properties=species:S:1:pos:R:3:forces:R:3:nbo_charge:R:1
V -0.5456 2.7015 16.9445 -2.3 0.8 0.8 0.944
N -2.0778 4.1454 17.1682 -0.6 0.9 1.3 -0.679
N -2.3426 4.4237 18.5278 -1.1 1.4 0.0 -0.514
C -2.0286 3.4613 19.4897 1.4 -2.7 0.2 0.878
O -2.1730 3.4906 20.7293 -0.4 1.0 -2.8 -0.677
O -1.4779 2.4250 18.8424 0.3 0.9 -0.1 -0.797
H -1.7348 4.9454 16.6556 0.2 0.3 0.2 0.419
H -2.8575 3.8000 16.6144 -0.3 -0.1 0.3 0.381
H -3.0026 5.1792 18.6762 0.2 -0.4 0.5 0.375
C 1.1448 5.0322 18.9930 -0.4 0.0 0.8 -1.121
Si 1.5324 3.8979 17.5261 -0.2 -0.1 0.2 1.222
C 3.3377 3.3124 17.9970 -0.7 0.6 -0.3 -1.074
C 1.8912 5.1069 16.1007 0.6 0.2 -0.6 -1.126
H 2.0279 5.6610 19.0094 0.4 0.3 0.3 0.209
H 1.0698 4.4986 19.9694 0.1 0.2 -0.7 0.239
H 0.2839 5.7254 18.9606 0.2 -0.5 -0.3 0.228
H 3.9104 4.2222 18.2382 -0.2 -0.1 0.1 0.213
H 3.8257 2.9212 17.1144 0.1 -0.4 -0.3 0.215
H 3.4543 2.6062 18.8141 -0.2 -0.1 0.1 0.223
H 2.9609 5.0026 15.8228 -0.4 0.2 0.1 0.220
H 1.7298 6.1369 16.4589 0.1 -0.2 -0.1 0.223
H 1.3402 5.0060 15.1491 0.0 -0.2 0.5 0.242
C 0.6760 1.4720 16.8065 3.1 -0.9 -0.7 -0.836
H 0.3519 0.7604 17.5635 -0.6 -0.1 0.5 0.235
H 1.7224 1.2441 16.5882 -0.2 -0.2 -0.3 0.202
C -0.3760 6.2814 8.5892 0.0 0.4 -0.4 -0.616
C -0.4967 5.6936 9.9438 -0.2 -0.4 1.1 -0.082
C -0.8787 6.4119 11.0941 -0.2 0.0 0.2 -0.257
C -0.9810 5.8589 12.3807 0.3 0.2 0.1 0.068
C -1.2766 6.6703 13.6219 1.1 0.4 -0.4 -0.648
C -0.5635 4.5290 12.6561 -0.3 -1.1 -1.5 -0.198
C -0.5900 3.8208 13.9248 2.0 -0.8 -3.3 0.199
O -1.2888 3.9568 14.9642 -0.3 0.0 1.8 -0.796
C -0.1596 3.8000 11.4279 0.3 0.1 0.7 0.015
C 0.4655 2.4377 11.4799 0.1 -0.7 0.4 -0.635
C -0.1875 4.3496 10.1527 -0.1 0.4 1.2 -0.233
H -0.0583 7.3153 8.6653 0.0 0.3 -0.1 0.205
H -1.3181 6.2637 8.0428 -0.2 0.1 -0.1 0.200
H 0.3531 5.7658 7.9543 0.0 -0.1 0.2 0.203
H -1.1047 7.4728 10.9873 0.0 0.0 0.0 0.185
H -1.3400 7.7412 13.3781 -0.2 -0.2 0.2 0.194
H -0.3942 6.5167 14.3009 -0.9 0.2 -0.3 0.217
H -2.1725 6.3139 14.1177 -0.1 0.1 0.2 0.215
H 0.1227 2.9731 13.8839 -0.4 0.1 0.2 0.118
H -0.2084 1.6222 11.7626 -0.1 0.2 0.5 0.207
H 1.3392 2.4096 12.1634 -0.4 -0.1 -0.3 0.210
H 0.7882 2.1418 10.4850 0.3 0.1 -0.1 0.196
H 0.0902 3.7044 9.3329 0.1 0.0 -0.2 0.186
```
Positions in Å, forces in eV/Å.

Calculated values
* ΔE to the lowest compared entry with this formula, charge and spin: 128.55 kJ/mol
* orbital gap (alpha / beta): 5.2 / 7.3 eV
* 2S+1: 3
* E_LUMO (alpha / beta): 2.806 / 2.812 eV
* net charge: -1
* <S²>: 2.0748

No. 2
Formula: C11H4BrF5NPdSe4Te
Source: the OMol25 dataset
Level of theory: the ωB97M-V functional and the def2-TZVPD basis

XYZ file:
```
28
Properties=species:S:1:pos:R:3:forces:R:3:nbo_charge:R:1
Pd 0.3068 1.2087 0.2807 0.3 -0.3 0.0 0.361
Se 0.1542 2.8519 2.2391 0.4 -0.2 -0.4 -0.439
Se 2.3301 2.2507 1.5467 -0.4 0.1 -0.2 -0.085
Te 2.3903 2.2960 -1.0965 0.1 0.1 0.3 0.469
Se 4.4801 1.1301 -1.3493 -0.1 0.0 0.0 -0.626
F -3.7751 3.9965 -0.3685 0.0 0.0 0.0 -0.295
C -3.0059 2.9394 -0.6459 0.1 0.0 -0.1 0.253
C -2.2753 2.9172 -1.8398 -0.1 0.1 0.1 0.298
F -2.3746 3.9630 -2.6692 0.0 0.0 0.0 -0.304
C -1.4604 1.8597 -2.1332 0.1 -0.1 0.0 0.299
F -0.7859 1.8929 -3.2853 0.0 0.0 0.0 -0.299
C -1.3230 0.7382 -1.2797 0.0 0.1 0.0 -0.378
Se -0.2128 -0.7413 -1.6817 0.1 0.3 0.2 -0.189
C -2.0446 0.8137 -0.0790 -0.7 -0.1 0.0 0.266
F -2.2189 -0.2747 0.6946 0.2 0.0 0.0 -0.308
C -2.9018 1.8881 0.2174 0.1 -0.1 0.0 0.280
F -3.5940 1.8758 1.3589 0.0 0.0 0.0 -0.294
Br 1.2045 -5.7514 0.1550 0.0 0.0 0.0 0.038
C 1.3854 -3.9297 0.6483 0.0 0.0 0.0 -0.028
C 2.4010 -3.1698 0.0994 0.0 0.0 0.0 -0.299
C 2.4817 -1.8382 0.4825 0.0 0.1 0.0 0.060
N 1.6405 -1.2720 1.3433 0.0 0.0 0.1 -0.431
C 0.6763 -2.0272 1.8553 0.0 0.0 0.0 0.063
C 0.4986 -3.3685 1.5453 0.0 0.0 0.0 -0.298
H 3.0996 -3.5884 -0.6103 0.0 0.0 0.0 0.230
H 3.2422 -1.1887 0.0591 0.0 0.0 0.0 0.227
H -0.0093 -1.5324 2.5352 0.0 0.0 0.0 0.201
H -0.3098 -3.9397 1.9777 0.0 0.0 0.0 0.227
```
Positions in Å, forces in eV/Å.

Calculated values
* ΔE to the lowest compared entry with this formula, charge and spin: 85.73 kJ/mol
* orbital gap (alpha / beta): 6.3 / 5.6 eV
* 2S+1: 3
* E_LUMO (alpha / beta): 2.099 / 1.081 eV
* net charge: -1
* <S²>: 2.0315

No. 3
Formula: C6H11NO
Source: the OMol25 dataset
Level of theory: the ωB97M-V functional and the def2-TZVPD basis

XYZ file:
```
19
Properties=species:S:1:pos:R:3:forces:R:3:nbo_charge:R:1
C 0.3858 -0.5799 -1.6068 0.3 0.0 -0.3 -0.292
C -0.5257 -1.5461 -1.3127 -0.3 -0.2 0.0 -0.075
N -1.2987 -1.0833 -0.2808 0.1 0.1 0.0 -0.514
C -0.8735 0.1684 0.1006 0.3 -0.7 0.4 0.104
C 0.1861 0.5096 -0.7112 -0.1 0.2 0.1 -0.096
C 0.9692 1.7845 -0.5861 0.0 -0.3 -0.5 -0.630
C -1.3909 0.7166 1.3943 0.0 1.3 -1.0 -0.653
H 1.1522 -0.6924 -2.3623 -0.1 0.2 0.1 0.223
H -0.6466 -2.5266 -1.7444 -0.2 0.1 0.0 0.212
H -2.0999 -1.5200 0.1317 0.0 -0.3 -0.1 0.407
H 1.9423 1.7334 -1.0770 0.0 -0.2 0.1 0.222
H 0.4583 2.6336 -1.0418 -0.1 0.0 0.2 0.216
H 1.1309 1.9676 0.4642 0.2 0.4 0.3 0.210
H -2.4678 0.8227 1.3436 -0.4 -0.5 0.3 0.220
H -1.0960 1.7659 1.4684 0.4 -0.1 0.2 0.229
H -1.0516 0.1701 2.2704 -0.1 -0.1 0.1 0.219
H 1.6069 -2.2108 1.1845 0.1 0.0 -0.1 0.465
H 1.4782 -0.7046 1.1710 0.1 0.0 -0.2 0.471
O 2.1408 -1.4088 1.1945 -0.2 0.0 0.2 -0.937
```
Positions in Å, forces in eV/Å.

Calculated values
* ΔE to the lowest compared entry with this formula, charge and spin: 52.56 kJ/mol
* orbital gap: 8.9 eV
* E_LUMO: 0.809 eV

No. 4
Formula: C21H27F6N3O24
Source: the OMol25 dataset
Level of theory: the ωB97M-V functional and the def2-TZVPD basis

XYZ file:
```
81
Properties=species:S:1:pos:R:3:forces:R:3:lowdin_charge:R:1
C 1.0124 2.4314 4.8840 -1.0 -0.4 -0.1 0.043
N 1.1420 3.5663 3.9255 1.1 2.4 -1.3 -0.380
O 0.5320 3.5531 2.8377 0.9 -0.6 2.1 0.019
O 1.8445 4.5455 4.2643 -1.3 -2.3 -0.3 0.048
H 0.8402 2.8686 5.8675 0.0 -0.1 -0.2 0.102
H 1.8298 1.7113 4.9212 0.4 0.7 -0.4 0.095
H 0.1582 1.8583 4.5234 -0.1 0.2 0.2 0.092
C -1.0859 0.6119 1.3137 -0.3 -0.3 -0.5 0.068
N -0.5594 0.8904 -0.0648 0.1 -0.8 -1.6 -0.348
O -0.0979 -0.0914 -0.7001 -0.8 2.5 1.1 0.045
O -0.7073 2.0404 -0.5154 0.5 -2.1 0.8 0.043
H -1.1618 -0.4656 1.4598 0.5 0.1 -0.2 0.078
H -2.1000 1.0100 1.2803 0.3 0.5 0.4 0.077
H -0.4013 1.0662 2.0301 -0.3 0.2 -0.1 0.080
C -1.9887 4.8985 1.3405 0.3 -1.1 -0.9 0.067
N -3.1062 4.2536 0.4897 0.3 1.1 1.7 -0.445
O -3.5467 4.8723 -0.4306 0.2 1.0 -1.3 0.079
O -3.5782 3.2158 0.8633 0.1 -1.5 0.7 0.040
H -1.1689 4.1807 1.3694 0.0 0.0 -0.5 0.050
H -2.2573 4.9548 2.3953 -0.6 0.5 -0.4 0.099
H -1.6884 5.7977 0.8025 -0.2 0.0 0.5 0.097
C 5.1408 1.0102 0.6926 0.1 0.5 -0.8 -0.025
C 5.6792 0.2376 1.8610 -0.4 1.1 -0.9 -0.291
O 4.4817 -0.1201 2.4903 0.9 -2.8 2.0 0.132
C 3.4265 0.5791 2.0673 -3.5 -0.6 2.7 -0.582
O 2.2722 0.5098 2.5032 3.2 -0.1 -0.9 0.127
O 3.8689 1.4043 1.2184 -0.3 2.7 -3.8 0.121
F 6.3563 1.1763 2.5687 0.5 -0.2 1.4 0.075
H 5.0731 0.4336 -0.2299 -0.5 0.0 0.0 0.132
H 5.6714 1.9416 0.4947 0.2 -0.3 0.1 0.153
H 6.3378 -0.6092 1.6677 -0.3 -0.1 0.2 0.176
C -5.2325 0.0208 0.2843 -1.8 0.0 -0.6 -0.033
C -5.4004 0.4338 -1.1684 0.8 -2.3 0.4 -0.296
O -6.7490 0.0710 -1.4549 0.4 1.7 -1.0 0.154
C -7.4355 0.4302 -0.3750 0.0 -0.9 1.2 -0.573
O -8.5982 0.6495 -0.2905 0.2 0.1 -0.1 0.180
O -6.5696 0.3789 0.6703 -0.8 0.9 1.9 0.049
F -4.7157 -0.4082 -1.9652 1.1 0.5 -0.7 0.079
H -4.5114 0.6061 0.8548 -0.1 -0.2 -0.1 0.119
H -5.1806 -1.0633 0.3855 0.5 0.2 0.0 0.121
H -5.1002 1.4799 -1.2288 -0.5 0.2 -1.0 0.172
C 2.1195 3.4894 -1.9334 -0.6 -0.3 -0.5 -0.030
C 3.4706 3.4145 -2.6226 1.8 0.5 0.8 -0.268
O 3.9344 2.0991 -2.4025 -0.7 0.4 -0.9 0.132
C 2.8919 1.3380 -2.0493 1.0 -1.8 1.9 -0.497
O 3.1098 0.1596 -1.7744 -1.8 2.3 -0.8 0.117
O 1.7944 2.1164 -1.8657 0.0 -2.7 -0.3 0.042
F 4.4339 4.1550 -1.9935 -0.3 0.8 0.0 0.055
H 1.3505 3.9726 -2.5362 0.2 0.1 0.0 0.146
H 2.0362 3.8256 -0.9000 0.8 0.6 -0.1 0.152
H 3.5296 3.6450 -3.6863 -0.3 0.1 0.0 0.174
C -2.6674 -4.6907 -1.0001 1.1 -0.1 -0.7 -0.059
C -2.5980 -3.6286 0.0572 -0.3 -1.5 -0.4 -0.341
O -3.7116 -2.8236 -0.2507 2.1 1.3 2.8 0.167
C -4.5566 -3.5393 -0.9043 -3.3 0.0 -2.5 -0.620
O -5.6523 -3.1575 -1.1907 0.0 -0.4 0.4 0.178
O -4.0238 -4.6755 -1.3351 -0.6 -1.6 -0.1 0.118
F -1.5173 -2.9089 -0.0479 1.9 1.5 -0.1 0.115
H -2.2641 -5.6204 -0.5988 -0.6 -0.3 -0.2 0.146
H -2.1077 -4.4398 -1.9012 0.2 0.2 0.0 0.130
H -2.5873 -4.1675 1.0046 -0.6 0.9 0.7 0.180
C 2.7620 -4.1579 0.7089 1.6 -1.9 0.5 -0.080
C 3.1844 -2.7376 0.5338 -1.3 -1.7 2.2 -0.363
O 1.9340 -2.1054 0.7488 0.6 1.7 -0.7 0.145
C 1.1563 -2.9084 1.4482 -5.3 1.9 4.8 -0.501
O 0.1151 -2.5456 2.1016 4.6 -1.5 -3.4 0.072
O 1.6815 -4.1169 1.5641 -1.1 -0.4 0.9 0.111
F 3.6173 -2.6910 -0.6653 1.3 1.6 -4.2 0.138
H 3.5966 -4.7089 1.1426 -0.3 -0.4 0.1 0.150
H 2.4271 -4.6541 -0.2020 0.4 0.4 -0.4 0.156
H 3.9893 -2.3926 1.1828 -0.5 0.4 0.5 0.173
C 1.3685 -2.4558 -2.8209 -1.1 1.6 0.3 -0.054
C 0.6648 -1.3257 -3.5850 0.8 -0.1 1.3 -0.339
O -0.5310 -1.8734 -3.9843 -1.1 1.4 0.1 0.176
C -0.4796 -3.1714 -3.9248 -1.9 -4.1 -1.9 -0.535
O -1.3459 -3.9121 -4.4102 2.6 1.9 1.9 0.119
O 0.6866 -3.6017 -3.3508 -0.1 0.1 0.2 0.078
F 1.3739 -1.1006 -4.6945 0.9 0.8 -1.5 0.090
H 1.1485 -2.2692 -1.7698 -0.1 -0.6 0.2 0.110
H 2.4460 -2.3672 -2.9602 -0.2 -0.7 -0.4 0.135
H 0.4938 -0.3998 -3.0358 0.0 -0.1 0.0 0.147
```
Positions in Å, forces in eV/Å.

Calculated values
* ΔE to the lowest compared entry with this formula, charge and spin: 196.78 kJ/mol
* orbital gap: 10.0 eV
* E_LUMO: -0.626 eV